Density functional theory data (the ωB97M-V functional and the def2-TZVPD basis) for a molecular structure, C5H10O3Sc.

```
19
Properties=species:S:1:pos:R:3
C 1.79 -0.20 -1.28
O 1.62 1.14 -0.72
C 1.20 1.21 0.61
C -0.29 1.46 0.75
O -1.05 0.32 0.33
C -2.43 0.38 0.66
H 2.09 -0.03 -2.33
H 2.60 -0.70 -0.72
H 1.70 2.06 1.09
H 1.45 0.29 1.17
H -0.61 2.34 0.16
H -0.52 1.66 1.81
H -2.89 -0.56 0.32
H -2.55 0.47 1.75
H -2.89 1.25 0.17
Sc -0.26 -1.02 -1.08
O -0.02 -2.87 -0.02
C 0.31 -3.09 -1.24
H 0.74 -4.11 -1.42
```

Results
Total charge: +1
Calculated total energy, a.u.: -1182.629908
Strongest force on any atom, Eh/bohr: 0.0450
HOMO-LUMO gap, eV: 7.72
Relative energy (zero: lowest compared OMol25 entry of this formula, charge and spin), kcal per mole: 68.04



Density functional theory data (the ωB97M-V functional and the def2-TZVPD basis) for a molecular structure, C5H10O3Tl.

```
19
Properties=species:S:1:pos:R:3
O -0.59 0.95 -1.04
Tl 3.20 0.41 0.60
O 1.31 0.06 -0.35
C 0.10 0.16 -0.26
O -0.70 -0.74 0.26
C -1.33 2.09 -0.58
C -2.15 1.98 0.69
H -0.60 2.91 -0.50
H -1.98 2.34 -1.42
H -1.55 2.30 1.55
H -3.00 2.67 0.64
H -2.57 0.98 0.82
C -0.78 -2.06 -0.31
C -1.17 -3.06 0.75
H -1.55 -1.96 -1.08
H 0.16 -2.34 -0.80
H -2.22 -2.91 1.06
H -0.52 -2.98 1.63
H -1.07 -4.08 0.34
```

Results
Total charge: +1
Calculated total energy, a.u.: -594.455243
Strongest force on any atom, Eh/bohr: 0.0771
HOMO-LUMO gap, eV: 10.06
Relative energy (zero: lowest compared OMol25 entry of this formula, charge and spin), kcal per mole: 0.00



Density functional theory data (the ωB97M-V functional and the def2-TZVPD basis) for a molecular structure, C5H10O3Yb.

```
19
Properties=species:S:1:pos:R:3
C -2.58 -1.14 -0.14
O -1.79 -1.33 -1.26
C -2.29 0.19 0.56
O -0.87 0.23 0.82
C -0.14 1.23 0.28
C 1.32 1.02 0.39
O 1.68 -0.09 -0.47
C 3.06 -0.45 -0.45
Yb 0.04 -1.05 -1.41
H -2.45 -1.95 0.60
H -3.66 -1.12 -0.40
H -2.80 0.26 1.53
H -2.58 1.03 -0.09
H -0.62 2.15 -0.06
H 1.62 0.75 1.41
H 1.86 1.91 0.04
H 3.20 -1.26 -1.16
H 3.66 0.42 -0.75
H 3.33 -0.78 0.56
```

Results
Total charge: +1
Calculated total energy, a.u.: -1580.595125
2S+1: 2
Strongest force on any atom, Eh/bohr: 0.0945
HOMO-LUMO gap (alpha / beta), eV: 7.18 / 6.89
Relative energy (zero: lowest compared OMol25 entry of this formula, charge and spin), kcal per mole: 39.97



Density functional theory data (the ωB97M-V functional and the def2-TZVPD basis) for a molecular structure, C5H10O3Zn.

```
19
Properties=species:S:1:pos:R:3
O -0.52 -2.85 -0.79
C -1.01 -2.84 0.39
C -1.61 -1.59 0.77
O -1.06 -0.57 0.12
C -1.24 0.82 0.42
C 0.14 1.43 0.37
O 0.82 0.89 -0.76
C 2.00 1.61 -1.11
Zn 0.58 -1.10 -1.11
H -1.45 -3.75 0.81
H -2.15 -1.39 1.70
H -1.70 0.96 1.40
H -1.89 1.22 -0.37
H 0.71 1.20 1.28
H 0.05 2.52 0.27
H 2.50 1.05 -1.91
H 1.73 2.61 -1.47
H 2.68 1.69 -0.25
H 1.41 -1.93 0.24
```

Results
Total charge: +1
Calculated total energy, a.u.: -2201.159255
2S+1: 2
Strongest force on any atom, Eh/bohr: 0.0789
HOMO-LUMO gap (alpha / beta), eV: 8.14 / 7.06
Relative energy (zero: lowest compared OMol25 entry of this formula, charge and spin), kcal per mole: 30.57



Density functional theory data (the ωB97M-V functional and the def2-TZVPD basis) for a single C5H10O4 molecule.

```
19
Properties=species:S:1:pos:R:3
C 1.02 -1.55 -0.55
C 0.52 2.13 0.47
C 0.49 -0.41 0.29
C 0.35 0.88 -0.31
O 1.05 -0.36 1.59
H 0.92 -1.22 2.01
H 0.44 0.93 -1.39
H 2.11 -1.54 -0.58
H 0.62 -1.48 -1.57
H 0.68 -2.50 -0.14
H 1.59 2.27 0.65
H 0.12 2.99 -0.06
H 0.05 2.04 1.45
C -1.24 -0.60 0.49
O -1.63 0.73 -0.50
O -1.79 0.19 -1.83
O -1.75 -1.64 0.10
H -2.13 -0.70 -1.60
H -1.42 -0.15 1.48
```

Results
Calculated total energy, a.u.: -497.283329
Strongest force on any atom, Eh/bohr: 0.0258
HOMO-LUMO gap, eV: 8.53
Relative energy (zero: lowest compared OMol25 entry of this formula, charge and spin), kcal per mole: 141.21



Density functional theory data (the ωB97M-V functional and the def2-TZVPD basis) for 2 unconnected molecules or ions with the total composition C5H10O5.

```
20
Properties=species:S:1:pos:R:3
C 3.21 0.59 1.58
C 3.99 -0.62 1.07
O 5.38 -0.42 1.22
C 3.58 -1.94 1.70
O 3.25 -1.84 3.12
C 2.02 -2.54 2.92
O 1.44 -3.21 3.73
C 2.17 -2.50 1.40
O 1.21 -1.72 0.77
H 3.53 1.48 1.03
H 2.13 0.46 1.42
H 3.39 0.75 2.65
H 3.82 -0.74 -0.01
H 5.59 -0.23 2.14
H 4.38 -2.68 1.56
H 2.23 -3.52 0.99
H 0.94 -2.11 -0.07
O -0.22 -0.53 2.87
H 0.56 0.02 3.25
H 0.08 -0.81 1.99
```

Results
Calculated total energy, a.u.: -572.682950
Strongest force on any atom, Eh/bohr: 0.0518
HOMO-LUMO gap, eV: 10.72
Relative energy (zero: lowest compared OMol25 entry of this formula, charge and spin), kcal per mole: 38.46



Density functional theory data (the ωB97M-V functional and the def2-TZVPD basis) for a single C5H10OS molecule.

```
17
Properties=species:S:1:pos:R:3
C -1.94 1.48 0.01
C -1.42 0.15 -0.44
C -0.18 -0.26 -0.24
C 0.04 -1.77 -0.66
C 0.85 0.58 0.55
S 2.77 0.86 0.39
O 3.41 -0.66 0.53
H -1.80 2.11 -0.90
H -1.44 1.73 0.94
H -3.06 1.36 0.16
H -2.09 -0.33 -1.02
H 1.11 -2.06 -0.64
H -0.24 -1.79 -1.75
H -0.53 -2.55 -0.19
H 0.43 1.58 0.25
H 0.64 0.49 1.59
H 3.45 -0.93 1.41
```

Results
Calculated total energy, a.u.: -669.840419
Strongest force on any atom, Eh/bohr: 0.0709
HOMO-LUMO gap, eV: 9.47
Relative energy (zero: lowest compared OMol25 entry of this formula, charge and spin), kcal per mole: 60.25



Density functional theory data (the ωB97M-V functional and the def2-TZVPD basis) for a single C5H10OS molecule.

```
17
Properties=species:S:1:pos:R:3
C -1.06 1.44 -0.33
C 0.22 0.54 -0.30
C -0.30 -0.74 0.43
C 1.58 1.10 0.25
C 0.20 -2.06 -0.10
O -3.16 0.10 0.70
S -2.16 -0.14 -0.35
H -1.25 1.96 0.64
H -1.36 1.95 -1.23
H 0.43 0.34 -1.33
H -0.30 -0.78 1.51
H 2.02 1.44 -0.68
H 2.22 0.43 0.63
H 1.41 1.92 0.94
H 1.36 -2.13 -0.02
H 0.01 -2.28 -1.19
H 0.12 -3.09 0.42
```

Results
Calculated total energy, a.u.: -669.712264
2S+1: 3
Strongest force on any atom, Eh/bohr: 0.0930
HOMO-LUMO gap (alpha / beta), eV: 6.03 / 7.58
Relative energy (zero: lowest compared OMol25 entry of this formula, charge and spin), kcal per mole: 24.70



Density functional theory data (the ωB97M-V functional and the def2-TZVPD basis) for a single C5H10OS2 molecule.

```
18
Properties=species:S:1:pos:R:3
O 2.39 0.16 0.56
C 1.14 0.81 0.65
C 0.44 0.88 -0.65
C -0.66 -0.21 -0.71
C -0.48 -0.99 0.61
S 0.56 -2.52 0.25
C 0.18 0.05 1.62
S -0.98 1.32 2.37
H 2.42 -0.84 0.44
H 1.47 1.72 0.94
H 1.16 0.60 -1.41
H 0.05 1.86 -0.91
H -1.67 0.26 -0.87
H -0.46 -0.88 -1.58
H -1.46 -1.20 1.04
H 1.18 -2.36 1.40
H 0.66 -0.32 2.54
H -1.81 0.90 1.43
```

Results
Calculated total energy, a.u.: -1068.083140
Strongest force on any atom, Eh/bohr: 0.0682
HOMO-LUMO gap, eV: 9.88
Relative energy (zero: lowest compared OMol25 entry of this formula, charge and spin), kcal per mole: 20.64



Density functional theory data (the ωB97M-V functional and the def2-TZVPD basis) for a single C5H10OS2 molecule.

```
18
Properties=species:S:1:pos:R:3
C 1.77 -2.31 -1.68
C 1.06 -1.03 -1.96
S 1.31 0.30 -0.63
S 0.50 -0.54 1.03
C -1.09 0.13 1.63
C -1.18 1.66 1.89
C -1.54 2.42 0.62
O -1.24 2.02 -0.47
H 1.31 -3.14 -2.21
H 1.99 -2.52 -0.62
H 2.85 -2.22 -1.91
H 1.42 -0.53 -2.88
H 0.01 -1.07 -2.27
H -1.93 -0.09 0.99
H -1.13 -0.33 2.62
H -0.24 2.01 2.33
H -1.86 1.85 2.74
H -2.01 3.41 0.79
```

Results
Calculated total energy, a.u.: -1068.086371
Strongest force on any atom, Eh/bohr: 0.0435
HOMO-LUMO gap, eV: 9.22
Relative energy (zero: lowest compared OMol25 entry of this formula, charge and spin), kcal per mole: 18.62



Density functional theory data (the ωB97M-V functional and the def2-TZVPD basis) for 2 unconnected molecules or ions with the total composition C5H10OSi.

```
17
Properties=species:S:1:pos:R:3
C 0.20 2.03 -1.26
C -2.01 -0.12 1.48
C 0.61 0.84 -1.52
C -1.65 -0.36 0.18
C 1.84 -0.89 1.49
O 0.24 -2.05 -1.46
Si 0.06 -0.68 -0.55
H 0.48 2.97 -1.78
H -0.53 2.10 -0.45
H -3.04 0.22 1.61
H -1.30 0.21 2.15
H 1.59 0.80 -2.15
H -2.57 -0.37 -0.50
H 1.40 -1.80 2.03
H 2.65 -0.98 0.88
H 1.73 -0.02 2.23
H 0.30 -1.89 -2.39
```

Results
Calculated total energy, a.u.: -561.138855
Strongest force on any atom, Eh/bohr: 0.1132
HOMO-LUMO gap, eV: 8.73
Relative energy (zero: lowest compared OMol25 entry of this formula, charge and spin), kcal per mole: 48.55



Density functional theory data (the ωB97M-V functional and the def2-TZVPD basis) for a single C5H10OSi molecule.

```
17
Properties=species:S:1:pos:R:3
C -1.06 2.31 -0.22
C -1.26 1.18 0.36
C -0.30 0.05 0.05
C -0.77 -1.19 0.67
C -1.35 -2.14 0.00
O 1.05 0.46 0.54
Si 2.38 -0.29 0.22
H -1.43 3.26 -0.02
H -0.18 2.28 -0.80
H -2.13 1.12 1.10
H -0.27 -0.16 -0.99
H -0.65 -1.25 1.70
H -1.62 -3.08 0.59
H -1.58 -2.23 -1.13
H 3.52 0.35 0.99
H 2.71 0.14 -1.26
H 2.12 -1.65 0.57
```

Results
Calculated total energy, a.u.: -561.156569
Strongest force on any atom, Eh/bohr: 0.0888
HOMO-LUMO gap, eV: 11.09
Relative energy (zero: lowest compared OMol25 entry of this formula, charge and spin), kcal per mole: 37.44



Density functional theory data (the ωB97M-V functional and the def2-TZVPD basis) for a single C5H10S molecule.

```
16
Properties=species:S:1:pos:R:3
C -1.28 -0.99 -0.46
C 0.18 -0.78 -0.77
C 1.39 -0.87 0.09
C 0.95 0.49 -0.43
C 0.27 1.05 0.74
S -0.89 2.38 0.39
H -1.85 -0.61 0.56
H -1.49 -2.03 -0.58
H -1.80 -0.16 -1.28
H 0.53 -1.20 -1.89
H 1.13 -1.20 1.08
H 1.99 -1.53 -0.58
H 1.77 0.81 -1.12
H -0.27 0.38 1.21
H 0.96 1.75 1.23
H -1.60 2.52 1.82
```

Results
Calculated total energy, a.u.: -594.523607
Strongest force on any atom, Eh/bohr: 0.1442
HOMO-LUMO gap, eV: 9.30
Relative energy (zero: lowest compared OMol25 entry of this formula, charge and spin), kcal per mole: 107.60



Density functional theory data (the ωB97M-V functional and the def2-TZVPD basis) for a single C5H10S molecule.

```
16
Properties=species:S:1:pos:R:3
C -0.69 -0.90 -1.38
C 0.44 -0.24 -0.47
S 1.25 -1.34 0.64
C 0.06 1.06 0.11
C -1.12 1.27 1.03
C -1.10 1.83 -0.48
H -1.64 -1.18 -0.98
H -0.30 -1.79 -1.87
H -0.81 -0.22 -2.23
H 1.18 0.00 -1.24
H 0.46 -1.56 1.70
H 1.01 1.66 0.36
H -1.60 0.32 1.07
H -1.12 1.83 1.96
H -0.99 2.89 -0.53
H -1.64 1.37 -1.27
```

Results
Calculated total energy, a.u.: -594.631844
Strongest force on any atom, Eh/bohr: 0.0687
HOMO-LUMO gap, eV: 9.90
Relative energy (zero: lowest compared OMol25 entry of this formula, charge and spin), kcal per mole: 39.68